{
  "formula": "C26H61FN2O22P2S4Zr",
  "method": "wB97M-V/def2-TZVPD",
  "e_lumo_ha": -0.077,
  "total_charge": 0,
  "symbols": ["Zr", "C", "C", "C", "O", "C", "N", "H", "H", "H", "H", "H", "H", "H", "H", "H", "H", "H", "H", "C", "C", "C", "O", "C", "N", "H", "H", "H", "H", "H", "H", "H", "H", "H", "H", "H", "H", "P", "O", "O", "O", "O", "P", "O", "O", "O", "O", "O", "S", "O", "O", "C", "C", "C", "H", "H", "H", "H", "H", "H", "H", "H", "O", "S", "O", "O", "C", "C", "C", "H", "H", "H", "H", "H", "H", "H", "H", "O", "S", "O", "O", "C", "C", "C", "H", "H", "H", "H", "H", "H", "H", "H", "O", "S", "O", "O", "C", "C", "C", "H", "H", "H", "H", "H", "H", "H", "H", "F", "C", "C", "C", "C", "C", "C", "H", "H", "H", "H", "H"],
  "xyz": [[0.7386, -1.6713, 1.5878], [-2.9211, 1.1256, -4.0758], [-3.4768, 1.1269, -2.6564], [-3.5912, -0.2435, -1.9886], [-4.9342, -0.6649, -2.1450], [-5.2339, -1.7570, -1.3160], [-2.5436, 2.0413, -1.8807], [-1.5452, 1.7729, -1.8113], [-2.5788, 2.9448, -2.3637], [-2.9417, 2.3226, -0.9847], [-2.9471, 2.1801, -4.3773], [-3.5104, 0.6227, -4.8392], [-1.8956, 0.7659, -4.1669], [-4.4619, 1.5933, -2.6444], [-3.4486, -0.1225, -0.9061], [-2.8865, -0.9634, -2.4093], [-5.6225, -1.4032, -0.3531], [-4.4243, -2.4495, -1.0745], [-6.0520, -2.3697, -1.6990], [-0.5465, 3.1776, 2.9289], [-0.2282, 4.2744, 1.9163], [1.1910, 4.2022, 1.4040], [1.7058, 5.4361, 0.9302], [2.9380, 5.3098, 0.2271], [-1.2053, 4.1093, 0.7549], [-1.3699, 4.9266, 0.1540], [-0.9712, 3.2705, 0.1816], [-2.2086, 4.0457, 0.9737], [-0.3892, 2.1627, 2.5488], [-1.5839, 3.2922, 3.2494], [0.1100, 3.3026, 3.7892], [-0.4699, 5.2730, 2.2790], [1.2786, 3.5073, 0.5600], [1.8837, 3.8024, 2.1507], [3.7544, 5.4220, 0.9503], [3.0541, 6.0061, -0.5938], [3.0704, 4.2505, -0.0203], [0.1907, 0.4784, 0.4105], [0.4496, 0.3782, 1.9263], [1.4274, -0.3814, 0.0640], [-0.1710, 1.8101, -0.1768], [-0.8131, -0.7036, 0.4816], [0.0274, -3.3940, 3.2486], [0.1367, -1.8778, 3.5831], [1.4478, -3.3330, 2.5665], [-0.6417, -3.1384, 1.8935], [-0.3136, -4.5040, 4.2022], [2.9713, -2.5028, 0.5653], [3.9040, -2.4929, -0.5118], [5.2724, -2.1107, -0.2698], [3.8777, -4.0169, -1.1177], [4.7225, -4.2827, -2.2816], [4.5468, -5.7705, -2.5625], [3.3794, -1.5430, -1.9339], [5.7699, -4.0986, -2.0543], [4.3407, -3.6497, -3.0770], [5.0575, -6.3552, -1.7933], [5.0432, -6.0810, -3.4822], [3.5161, -6.1170, -2.5141], [4.1657, -1.6703, -2.6729], [3.3173, -0.4985, -1.6469], [2.4086, -1.8959, -2.2746], [0.4567, -2.9202, -0.5843], [-0.6960, -3.0219, -1.4361], [-0.9320, -2.0318, -2.4617], [-0.6304, -4.4922, -2.1629], [-0.2455, -5.6385, -1.3826], [-0.4192, -6.8432, -2.3142], [-2.2038, -3.2501, -0.4835], [-0.9872, -5.6675, -0.5833], [0.7661, -5.5952, -0.9812], [-1.4895, -6.9146, -2.5237], [-0.1998, -7.7738, -1.7935], [0.1075, -6.7009, -3.2541], [-3.0109, -3.5170, -1.1638], [-2.4494, -2.3695, 0.1038], [-2.0034, -4.0598, 0.2161], [5.0229, -0.9177, 3.7797], [3.7552, -0.3955, 3.4131], [2.7526, -1.1541, 2.7305], [3.0996, 0.2965, 4.7179], [1.7757, 0.7914, 4.6022], [1.4026, 1.3360, 5.9804], [4.0911, 1.0611, 2.3752], [1.0406, 0.0619, 4.2618], [1.7014, 1.6580, 3.9352], [1.8180, 0.7198, 6.7795], [0.3332, 1.4282, 6.1761], [1.7991, 2.3371, 6.1752], [4.5810, 1.7995, 3.0087], [3.1609, 1.4782, 1.9911], [4.7434, 0.7411, 1.5659], [-4.9331, -0.2785, 4.1937], [-4.5628, 0.0920, 2.8622], [-5.2219, -0.5874, 1.7760], [-4.8413, 1.7201, 2.6772], [-4.8515, 2.2209, 1.3604], [-6.2475, 2.2586, 0.7391], [-2.7390, -0.0175, 2.7542], [-4.1406, 1.7899, 0.6456], [-4.5904, 3.2873, 1.4087], [-6.5108, 1.2628, 0.3845], [-6.1641, 2.9370, -0.1174], [-7.0252, 2.6751, 1.3734], [-2.4978, 0.3038, 1.7461], [-2.6228, -1.0930, 2.8903], [-2.3454, 0.5500, 3.5893], [4.6771, 4.0036, -4.6259], [3.7099, 3.2219, -4.1347], [2.7026, 2.7763, -4.9800], [1.6024, 2.1461, -4.4624], [1.6076, 1.6990, -3.1302], [2.7048, 1.9796, -2.3311], [3.7275, 2.7973, -2.8140], [2.7673, 3.1228, -6.0051], [0.7367, 1.9977, -5.0949], [0.7723, 1.1163, -2.7642], [2.8328, 1.6192, -1.3180], [4.5429, 3.0827, -2.1621]],
  "forces_ev_per_a": [[2.3610, -2.7907, 1.0762], [-0.1249, 0.9763, -0.2977], [0.4229, -1.0310, -0.6404], [-0.7094, 0.2849, 0.6774], [0.3886, 0.1432, -0.9725], [-1.1614, -0.7835, 1.4426], [-0.7912, 1.2806, -0.4775], [-0.0808, -0.3879, 0.6597], [0.3974, -0.2181, -0.4083], [0.3424, -0.9562, 0.4560], [0.2719, -0.0403, -0.3373], [-0.2822, -0.3289, 0.4592], [-0.0026, -0.1271, 0.3119], [0.0282, 0.0749, 0.1667], [0.6005, -0.1228, 0.0338], [0.1165, 0.0813, 0.1870], [0.3036, 0.1222, -0.0255], [0.0454, 0.5406, -0.4615], [0.1197, 0.2675, -0.6321], [-0.1539, 0.3990, -0.0617], [-0.3270, 0.0029, 0.1030], [1.3411, -0.2032, -1.0723], [-0.9763, 0.8908, -0.2634], [0.4604, -1.3189, 1.6348], [-1.7279, 0.8870, -1.2268], [1.5814, 0.1676, -0.0757], [0.7533, -0.6244, 0.1586], [0.4041, -0.8183, 1.3445], [0.1331, 0.0683, -0.1222], [-0.0031, -0.0659, 0.1898], [-0.1126, 0.0599, 0.0678], [0.2921, -0.0093, 0.3128], [-0.4207, -0.3358, 0.2255], [-0.3719, -0.0194, 0.4676], [0.0641, 0.5838, -0.0760], [-0.3403, -0.0376, -0.0938], [-0.1458, 0.1911, -0.9357], [0.5466, -3.0742, 2.0290], [0.1814, 3.9520, 2.7558], [1.7414, 2.1805, -3.5018], [-0.7525, 0.8746, -1.2097], [-3.4563, 0.5856, -2.8333], [2.4342, -1.9104, 1.6618], [-1.6499, 2.6284, 2.8485], [1.9980, -2.4498, 0.0933], [-4.6899, -1.2819, -2.4747], [-0.1147, 1.8348, -1.3326], [0.2210, -0.2204, -0.6511], [0.5966, -0.6448, -0.7627], [-0.5135, -0.2000, -0.0180], [0.2626, 1.2440, 0.3652], [-0.7454, -0.7973, 0.5333], [0.4929, -0.3443, 0.4585], [-0.0559, -0.2376, 0.3634], [-0.0329, 0.4137, 0.0363], [0.2703, -0.1303, -0.3120], [0.0152, 0.2219, 0.1783], [-0.2830, 0.2392, -0.2407], [-0.1238, 0.3153, -0.3792], [-0.0784, 0.0422, -0.0746], [-0.0515, -0.1318, 0.2100], [-0.0007, 0.0093, 0.0406], [-0.0143, -0.1741, -0.5840], [-1.0316, -0.9296, 0.3527], [0.3962, -0.8498, 0.1557], [0.3815, 2.1057, -0.3132], [-0.4835, -0.7566, 0.0110], [-1.0350, 0.5523, 0.5931], [0.4088, -0.3349, -0.0691], [0.4267, -0.4551, 0.3267], [-0.0396, 0.5222, -0.0228], [0.0439, 0.0325, -0.3210], [0.5237, 0.0630, -0.1104], [0.2406, -0.2214, 0.0995], [0.4047, -0.0932, -0.2053], [0.3872, 0.1215, -0.1206], [0.0271, 0.1293, 0.0860], [-0.3419, -0.3596, 0.3980], [-0.5786, 2.0996, -0.8144], [0.6889, 0.3221, 0.6533], [1.1770, -0.8934, -0.8912], [-1.6822, 1.1514, 0.7998], [0.2705, 0.1819, 0.7290], [-0.2136, -0.2467, 0.6419], [0.4523, -0.3875, 0.0373], [0.4843, -0.3309, -0.4135], [-0.1162, -0.2338, -0.1290], [-0.0883, -0.3118, -0.4008], [0.2253, -0.0100, -0.2687], [0.1691, -0.0938, -0.0378], [-0.1167, -0.2887, -0.0222], [-0.0247, -0.1025, 0.0256], [-0.1119, 0.8828, -0.4303], [0.7450, -0.5057, 0.7346], [0.4609, 0.6070, -0.1619], [0.5409, -1.0149, 0.2041], [-1.1729, 1.4665, -0.3577], [0.5115, -0.3929, -0.7123], [-2.3396, -0.1350, -0.1852], [0.0720, -0.6877, 0.3938], [0.4064, -0.0510, 0.5543], [-0.2861, 0.0865, 0.0675], [-0.1706, -0.1492, -0.1719], [0.1962, -0.1506, 0.3390], [0.5838, -0.1087, 0.1306], [0.6142, 0.0158, -0.1218], [0.1880, 0.0248, -0.1258], [0.1723, 0.0415, 0.0279], [-0.5378, -1.1432, 0.5219], [0.5613, 1.6146, -0.4600], [-0.2733, -0.6618, 0.7429], [-0.1016, 0.0959, -0.5256], [0.3379, 0.5099, -0.1062], [0.2710, 0.1741, -0.1753], [-0.2313, -0.1586, -0.0612], [0.0573, -0.2857, -0.0406], [0.0928, -0.0685, 0.1753], [-0.5061, -0.1400, 0.0403], [0.0712, 0.0047, -0.0599]]
}



{
  "formula": "C26H63IO14",
  "method": "wB97M-V/def2-TZVPD",
  "smiles": "O=C(I)CC1=CC(=O)OC1=O.CCO.CCO.CCO.CCO.CCO.CCO.CCO.CCO.CCO.CCO",
  "e_lumo_ha": -0.064,
  "e_above_lowest_kj_mol": 614.6,
  "total_charge": 0,
  "symbols": ["O", "C", "I", "C", "C", "C", "C", "O", "O", "C", "O", "H", "H", "H", "C", "C", "O", "H", "H", "H", "H", "H", "H", "C", "C", "O", "H", "H", "H", "H", "H", "H", "C", "C", "O", "H", "H", "H", "H", "H", "H", "C", "C", "O", "H", "H", "H", "H", "H", "H", "C", "C", "O", "H", "H", "H", "H", "H", "H", "C", "C", "O", "H", "H", "H", "H", "H", "H", "C", "C", "O", "H", "H", "H", "H", "H", "H", "C", "C", "O", "H", "H", "H", "H", "H", "H", "C", "C", "O", "H", "H", "H", "H", "H", "H", "C", "C", "O", "H", "H", "H", "H", "H", "H"],
  "xyz": [[-1.4210, -0.3268, 0.9480], [-2.0799, -1.4879, 0.8983], [-3.5237, -2.0463, 2.4806], [-1.8724, -2.6365, -0.2997], [-0.9937, -3.8500, 0.4369], [0.4392, -3.5718, 0.7263], [0.8528, -4.9784, 1.4647], [1.9684, -5.0151, 2.2029], [-0.1693, -6.0218, 1.1959], [-1.4590, -5.3338, 0.9562], [-2.7237, -5.7626, 1.1520], [-2.9053, -3.0842, -0.6683], [-1.2984, -2.2022, -1.2407], [1.1148, -2.6301, 0.5159], [1.9824, -1.3361, -4.0355], [0.5708, -1.1275, -3.5277], [0.5503, -1.1962, -2.1096], [2.3686, -2.3077, -3.7104], [2.0147, -1.2905, -5.1277], [2.6563, -0.5740, -3.6307], [-0.0948, -1.9038, -3.9168], [0.1822, -0.1526, -3.8377], [1.1377, -0.4975, -1.7737], [3.5387, -8.4906, 3.4779], [2.1003, -8.6187, 3.9345], [1.6032, -7.3498, 4.3333], [4.1635, -8.0891, 4.2824], [3.9384, -9.4613, 3.1712], [3.6175, -7.7949, 2.6361], [2.0289, -9.2975, 4.7895], [1.4666, -9.0075, 3.1314], [1.6629, -6.7567, 3.5648], [0.4373, -9.2423, 0.1694], [1.0174, -9.8085, -1.1100], [2.3604, -10.2162, -0.8950], [1.0284, -8.3878, 0.5148], [-0.5966, -8.9191, 0.0193], [0.4605, -9.9896, 0.9693], [1.0125, -9.0519, -1.9003], [0.4394, -10.6714, -1.4549], [2.3529, -10.8940, -0.1975], [0.8447, 2.1409, 3.9353], [0.3920, 2.7577, 2.6282], [0.9562, 2.0476, 1.5357], [1.9368, 2.1592, 4.0116], [0.4219, 2.6798, 4.7879], [0.5390, 1.0913, 3.9949], [0.7185, 3.7999, 2.5632], [-0.6984, 2.7315, 2.5386], [0.6534, 1.1253, 1.5977], [-1.9850, 3.5922, -3.4865], [-2.2193, 2.1209, -3.2141], [-1.1353, 1.5869, -2.4685], [-1.0523, 3.7370, -4.0416], [-2.8099, 4.0181, -4.0645], [-1.8871, 4.1491, -2.5489], [-2.2945, 1.5648, -4.1533], [-3.1435, 1.9688, -2.6481], [-1.0822, 2.0818, -1.6328], [1.5594, 3.0067, 8.7713], [1.0806, 2.4235, 7.4581], [-0.3388, 2.4087, 7.4226], [1.1782, 2.4209, 9.6142], [2.6520, 3.0210, 8.8164], [1.1877, 4.0285, 8.8998], [1.4358, 1.3950, 7.3437], [1.4470, 3.0112, 6.6108], [-0.6440, 3.3274, 7.5164], [1.6836, 7.4941, 6.6154], [0.8290, 7.0776, 7.7944], [1.5712, 6.2261, 8.6547], [2.0234, 6.6157, 6.0570], [1.1244, 8.1475, 5.9399], [2.5807, 8.0223, 6.9546], [-0.0550, 6.5310, 7.4525], [0.4959, 7.9498, 8.3654], [2.3494, 6.7235, 8.9596], [-4.5281, -0.8485, -4.6207], [-3.5041, -1.5836, -3.7811], [-4.0227, -2.8415, -3.3749], [-5.4531, -0.6975, -4.0546], [-4.1453, 0.1255, -4.9382], [-4.7904, -1.4311, -5.5098], [-3.2612, -1.0083, -2.8828], [-2.5808, -1.7498, -4.3446], [-4.2273, -3.3480, -4.1797], [0.0693, 7.7834, -5.4676], [-0.7853, 7.3668, -4.2886], [-0.0431, 6.5153, -3.4283], [0.4091, 6.9049, -6.0260], [-0.4899, 8.4368, -6.1431], [0.9664, 8.3116, -5.1285], [-1.6692, 6.8203, -4.6305], [-1.1184, 8.2390, -3.7176], [0.7352, 7.0128, -3.1234], [0.6581, 3.4044, -7.7219], [-0.7804, 3.2764, -7.2653], [-1.2775, 4.5452, -6.8665], [1.2829, 3.8060, -6.9174], [1.0578, 2.4338, -8.0287], [0.7369, 4.1001, -8.5637], [-0.8517, 2.5975, -6.4103], [-1.4140, 2.8875, -8.0684], [-1.2177, 5.1383, -7.6350]],
  "forces_ev_per_a": [[-4.2441, -7.7241, -0.3373], [3.6029, 5.1745, -1.0676], [1.0087, 0.3730, -1.0573], [-0.3397, -1.0051, 0.7397], [3.4897, 2.2793, 0.0606], [-4.7525, -3.7905, -0.0118], [4.7578, 2.6395, 1.9926], [-7.5349, -1.2702, -4.6091], [-0.5360, 2.5023, 1.3348], [-4.4812, 0.3320, 0.3244], [9.5141, 2.4561, -1.4375], [2.0235, 1.1289, 1.0488], [-0.8699, -0.7365, 2.3615], [-1.6242, -2.3020, 0.6102], [0.1377, -0.1637, -0.1313], [0.2927, 0.2759, -0.0793], [0.1230, -0.0393, 0.4196], [-0.1031, 0.0812, -0.0956], [0.0722, 0.0194, 0.0797], [-0.0924, 0.0311, -0.1207], [0.0251, 0.0345, 0.2282], [-0.0507, -0.0620, -0.0880], [-0.4591, -0.2402, -0.1583], [0.2407, -0.0980, -0.0382], [0.0975, 0.3680, -0.1480], [-0.1920, 0.1345, -0.0397], [-0.1237, -0.1183, -0.0514], [0.0409, 0.0780, -0.0305], [-0.0448, -0.1339, -0.0001], [-0.1016, 0.1962, -0.0375], [0.0605, -0.2210, -0.0206], [0.0632, -0.1275, 0.3444], [-0.1223, 0.1832, 0.0528], [-0.0253, -0.1413, 0.3668], [0.2880, -0.2791, 0.0871], [-0.1023, -0.0908, -0.1275], [0.0521, -0.0164, 0.1143], [-0.1141, -0.0021, -0.0919], [0.1853, -0.1623, 0.0686], [-0.1821, 0.1082, -0.0855], [0.0285, 0.3863, -0.3833], [0.0442, 0.1127, 0.1958], [-0.0073, -0.3885, 0.1328], [0.0637, -0.2662, -0.3529], [-0.1207, 0.0938, -0.0391], [-0.0202, -0.1824, -0.0762], [-0.1119, 0.1218, 0.0557], [0.0229, -0.1690, -0.1767], [-0.0481, 0.1316, 0.1466], [0.0229, 0.4779, -0.0611], [-0.0240, 0.1198, -0.1673], [0.1039, 0.4090, 0.2603], [0.1636, -0.1625, 0.2825], [-0.1845, 0.0035, 0.0298], [0.0916, 0.0444, 0.0265], [-0.0830, -0.0330, -0.0814], [0.1260, -0.0891, 0.1553], [-0.1739, -0.0012, -0.1479], [0.0332, -0.2988, -0.3832], [0.0040, 0.0113, 0.2364], [0.0518, 0.3023, 0.3105], [-0.4264, 0.1777, -0.1797], [0.1019, -0.0727, -0.1611], [-0.0635, 0.0733, 0.0398], [0.2179, -0.1566, -0.0957], [-0.2472, 0.0860, -0.0898], [0.2502, -0.0605, 0.0732], [0.1716, -0.5136, 0.0054], [-0.0108, 0.0231, -0.2620], [0.3371, 0.2083, -0.0241], [0.2480, 0.1005, 0.2847], [-0.1299, 0.0920, 0.0660], [0.1110, -0.0164, 0.0231], [-0.1278, 0.0651, -0.0183], [0.1415, -0.0481, 0.1813], [-0.1659, 0.0562, -0.1481], [-0.4106, -0.3063, -0.1394], [-0.1080, 0.2240, -0.0348], [-0.1856, -0.0226, -0.2851], [-0.0215, -0.4514, -0.0062], [0.1824, 0.0217, -0.0103], [-0.0844, -0.0734, -0.0381], [0.1121, 0.0811, -0.0028], [-0.0108, -0.2020, -0.0287], [0.0912, 0.2182, 0.0038], [0.0863, 0.2426, 0.4783], [0.0153, 0.0194, -0.2639], [0.2767, 0.1028, -0.0399], [0.2577, -0.0541, 0.3262], [-0.1574, 0.0590, 0.0933], [0.0993, 0.0079, 0.0193], [-0.1181, 0.0845, -0.0191], [0.1905, -0.0788, 0.1692], [-0.1432, 0.0900, -0.1335], [-0.4244, -0.3014, -0.1521], [0.2348, -0.1069, 0.0326], [0.1620, 0.2096, -0.2476], [-0.2054, 0.3846, -0.0631], [-0.1217, -0.1258, -0.0451], [0.0287, 0.1048, -0.0285], [-0.0348, -0.1371, -0.0271], [-0.1001, 0.2252, -0.0135], [0.0606, -0.2124, 0.0043], [-0.0422, -0.3125, 0.4244]]
}